No. 1
Molecular formula: C3H8N2O
Method: DFT, ωB97M-V/def2-TZVPD

Atoms and positions in Å:
N  1.15405  -0.43484  0.26357
H  -2.33635  0.73925  -0.85133
H  2.18307  0.19908  -1.39072
H  3.02468  0.53983  0.14058
C  2.41487  -0.19515  -0.40010
H  2.98541  -1.12452  -0.50709
H  -3.21061  -0.38242  0.22168
H  1.17135  -0.72330  1.22839
C  -0.02899  0.00913  -0.28082
H  -1.00033  -0.54470  1.45515
C  -2.41402  0.36866  0.17207
O  -0.10119  0.51739  -1.39192
H  -2.67769  1.20410  0.83278
N  -1.13024  -0.19793  0.51793

Energy above the lowest of the compared OMol25 structures with the same formula, charge and spin: 29.32 kJ/mol
HOMO-LUMO gap: 10.12 eV
F_max: 0.4 eV/Å
DFT total energy: -303.8810 Ha
Net charge: 0
SMILES: CNC(=O)NC

***

No. 2
Molecular formula: C3H8N2O
Method: DFT, ωB97M-V/def2-TZVPD

Atoms and positions in Å:
H  1.60876  2.41185  -0.99353
C  -0.17739  1.68999  -0.26878
C  0.05793  -0.61602  0.32704
N  1.18391  1.57311  -0.59262
H  1.80990  1.17901  0.10358
C  -0.62365  -1.97134  0.15332
H  0.92923  -0.48317  -0.35470
H  0.03263  -2.78428  0.63675
O  -0.71301  2.79256  -0.29229
H  -0.50886  -2.43547  -0.85417
N  -0.74529  0.61844  0.24470
H  0.55011  -0.58547  1.30327
H  -1.69376  -1.80436  0.52766
H  -1.71051  0.41514  0.05976

Energy above the lowest of the compared OMol25 structures with the same formula, charge and spin: 111.96 kJ/mol
HOMO-LUMO gap: 10.24 eV
F_max: 4.0 eV/Å
DFT total energy: -303.8495 Ha
Net charge: 0
SMILES: CCNC(N)=O